Molecular formula: C27H59N5O29S6
Method: DFT, ωB97M-V with the def2-TZVPD basis set

HOMO level, Eh: -0.3431
Energy relative to the best compared isomer or geometry (same formula, charge and spin), kcal/mol: 96.47
LUMO level, eV: -0.666

Positions of all 126 atoms, in Å:
O1 -2.16 1.57 -6.35
S1 -1.66 0.44 -5.55
O2 -0.32 0.45 -5.01
O3 -2.66 0.06 -4.28
C1 -2.94 -1.29 -4.20
C2 -2.37 -2.05 -5.34
O4 -2.00 -1.04 -6.27
H1 -2.60 -1.70 -3.25
H2 -4.02 -1.28 -4.04
H3 -3.06 -2.78 -5.75
H4 -1.47 -2.61 -5.08
O5 6.48 -1.26 3.07
S2 5.10 -1.73 2.91
O6 4.60 -2.66 3.94
O7 4.09 -0.43 2.64
C3 3.16 -0.63 1.60
C4 3.41 -2.06 1.08
O8 4.79 -2.28 1.40
H5 2.12 -0.45 1.88
H6 3.43 0.14 0.88
H7 3.23 -2.10 0.00
H8 2.79 -2.85 1.50
O9 -1.39 -3.18 -1.15
S3 -2.71 -3.85 -0.91
O10 -2.63 -5.14 -0.23
O11 -3.75 -2.81 -0.14
C5 -5.17 -3.01 -0.51
C6 -5.12 -3.74 -1.90
O12 -3.76 -3.83 -2.30
H9 -5.64 -3.57 0.30
H10 -5.66 -2.04 -0.55
H11 -5.77 -3.30 -2.65
H12 -5.41 -4.78 -1.76
O13 5.11 1.48 -5.68
S4 5.60 1.22 -4.36
O14 7.05 1.19 -4.18
O15 4.94 2.25 -3.23
C7 3.83 1.65 -2.52
C8 4.09 0.14 -2.50
O16 4.87 -0.11 -3.65
H13 3.79 2.09 -1.52
H14 2.94 1.79 -3.13
H15 3.16 -0.41 -2.63
H16 4.55 -0.26 -1.60
O17 3.04 -3.01 -2.65
S5 1.71 -3.33 -3.24
O18 0.96 -2.24 -3.85
O19 1.82 -4.67 -4.18
C9 1.89 -5.84 -3.46
C10 1.11 -5.58 -2.16
O20 0.79 -4.27 -2.18
H17 1.37 -6.61 -4.03
H18 2.89 -6.11 -3.13
H19 1.75 -5.70 -1.29
H20 0.18 -6.15 -2.14
O21 2.10 7.02 3.48
S6 1.55 5.63 3.45
O22 2.50 4.56 3.34
O23 0.47 5.50 4.72
C11 -0.71 6.17 4.28
C12 -0.82 6.15 2.75
O24 0.37 5.59 2.26
H21 -1.63 5.79 4.72
H22 -0.55 7.20 4.60
H23 -0.83 7.19 2.41
H24 -1.70 5.61 2.42
C13 1.21 2.78 0.56
N1 0.14 1.85 0.07
C14 0.36 0.71 -0.64
C15 -0.75 -0.08 -1.23
O25 1.45 0.24 -0.87
H25 1.96 2.30 1.19
H26 0.74 3.52 1.20
H27 1.75 3.25 -0.26
H28 -0.77 2.22 0.31
H29 -1.68 0.49 -1.24
H30 -0.89 -1.00 -0.67
H31 -0.45 -0.38 -2.24
C16 0.13 -3.43 1.96
N2 0.34 -4.88 1.71
C17 1.39 -5.60 1.98
C18 1.32 -7.07 1.68
O26 2.50 -5.14 2.29
H32 -0.85 -3.24 2.41
H33 0.02 -2.85 1.04
H34 0.85 -3.06 2.69
H35 -0.40 -5.32 1.19
H36 1.08 -7.71 2.52
H37 2.24 -7.54 1.34
H38 0.43 -7.23 1.07
C19 0.33 2.38 4.04
N3 -0.47 1.43 4.86
C20 -0.74 0.14 4.62
C21 -1.74 -0.46 5.59
O27 -0.05 -0.53 3.80
H39 1.10 2.83 4.66
H40 -0.42 3.13 3.76
H41 0.71 1.70 3.28
H42 -0.89 1.93 5.63
H43 -1.19 -1.01 6.36
H44 -2.39 -1.13 5.04
H45 -2.37 0.30 6.05
C22 -0.18 6.32 -1.36
N4 -0.49 4.99 -1.77
C23 -0.47 4.58 -3.05
C24 -0.92 3.12 -3.29
O28 -0.12 5.31 -3.99
H46 0.84 6.51 -1.70
H47 -0.30 6.33 -0.28
H48 -0.88 6.98 -1.88
H49 -0.59 4.33 -1.01
H50 -1.86 2.81 -2.83
H51 -0.15 2.41 -2.99
H52 -0.97 3.10 -4.38
C25 -2.43 0.09 1.84
N5 -2.83 1.26 2.55
C26 -2.98 2.48 2.06
C27 -3.85 3.52 2.78
O29 -2.56 2.77 0.96
H53 -1.37 0.02 1.57
H54 -2.98 -0.10 0.91
H55 -2.62 -0.79 2.46
H56 -3.13 1.15 3.50
H57 -3.34 4.45 3.04
H58 -4.13 3.02 3.71
H59 -4.80 3.70 2.28

---

Molecular formula: C27H59NO8
Method: DFT, ωB97M-V with the def2-TZVPD basis set

HOMO level, Eh: -0.2926
Energy relative to the best compared isomer or geometry (same formula, charge and spin), kcal/mol: 54.58
LUMO level, eV: 0.603

Positions of all 95 atoms, in Å:
O1 3.41 -1.63 1.46
C1 3.31 -1.46 0.21
O2 3.35 -2.63 -0.60
N1 3.10 -0.19 -0.46
C2 3.72 0.96 0.25
C3 2.49 1.93 0.76
C4 1.11 1.16 0.42
C5 0.43 1.45 -0.96
C6 -0.87 0.66 -1.29
C7 -1.41 -0.34 -0.25
C8 -0.75 -0.61 1.13
C9 0.54 0.16 1.46
H1 2.45 -2.69 -1.02
H2 3.33 -0.23 -1.46
H3 4.39 1.58 -0.46
H4 4.35 0.68 1.16
H5 2.57 2.11 1.89
H6 2.52 2.90 0.17
H7 0.95 2.19 -1.64
H8 -1.37 0.83 -2.30
H9 -2.36 -0.94 -0.51
H10 -1.16 -1.35 1.90
H11 1.13 0.04 2.45
C10 -3.59 1.79 -5.89
C11 -3.67 0.61 -4.93
C12 -4.76 -0.37 -5.33
O3 -3.93 1.09 -3.61
H12 -4.53 2.35 -5.90
H13 -2.81 2.49 -5.58
H14 -3.37 1.45 -6.91
H15 -2.70 0.09 -4.90
H16 -5.74 0.12 -5.32
H17 -4.81 -1.20 -4.63
H18 -4.58 -0.76 -6.34
H19 -4.78 1.55 -3.62
C13 1.95 4.00 6.38
C14 2.59 3.49 5.09
C15 4.05 3.14 5.30
O4 2.48 4.49 4.08
H20 2.45 4.91 6.72
H21 0.90 4.26 6.21
H22 2.00 3.25 7.17
H23 2.04 2.61 4.74
H24 4.62 4.02 5.61
H25 4.50 2.79 4.37
H26 4.17 2.36 6.06
H27 2.95 5.27 4.38
C16 1.10 -0.97 -3.87
C17 1.47 0.36 -4.51
C18 1.54 0.24 -6.02
O5 2.73 0.79 -4.00
H28 1.85 -1.73 -4.09
H29 1.06 -0.87 -2.78
H30 0.12 -1.32 -4.22
H31 0.73 1.12 -4.23
H32 2.30 -0.48 -6.32
H33 1.81 1.20 -6.47
H34 0.58 -0.07 -6.44
H35 3.39 0.13 -4.24
C19 -9.22 -1.46 -3.98
C20 -8.77 -0.05 -4.32
C21 -9.94 0.83 -4.71
O6 -7.83 -0.10 -5.39
H36 -9.70 -1.94 -4.84
H37 -8.37 -2.09 -3.71
H38 -9.93 -1.46 -3.15
H39 -8.25 0.38 -3.46
H40 -10.45 0.43 -5.60
H41 -9.60 1.83 -4.96
H42 -10.67 0.90 -3.90
H43 -8.28 -0.49 -6.16
C22 0.31 -1.95 5.20
C23 -1.17 -1.72 4.96
C24 -2.02 -2.36 6.05
O7 -1.54 -2.28 3.69
H44 0.55 -3.02 5.21
H45 0.91 -1.50 4.40
H46 0.62 -1.52 6.15
H47 -1.38 -0.65 4.91
H48 -1.86 -3.44 6.09
H49 -3.08 -2.20 5.85
H50 -1.77 -1.94 7.03
H51 -1.36 -3.23 3.72
C25 7.83 -1.44 3.11
C26 6.90 -2.14 4.08
C27 6.64 -3.58 3.66
O8 5.66 -1.43 4.15
H52 7.39 -1.40 2.11
H53 8.00 -0.40 3.42
H54 8.80 -1.95 3.05
H55 7.33 -2.13 5.09
H56 6.16 -3.61 2.68
H57 5.95 -4.07 4.36
H58 7.57 -4.15 3.62
H59 5.27 -1.44 3.26

---

Molecular formula: C27H60F10N8O20S10
Method: DFT, ωB97M-V with the def2-TZVPD basis set

Multiplicity: 2
HOMO level (spin up / spin down), Eh: 0.0782 / -0.1327
Total charge: -3
LUMO level (spin up / spin down), eV: 3.242 / 3.242

Positions of all 135 atoms, in Å:
C1 1.49 0.84 2.28
C2 1.38 0.40 0.79
C3 0.26 1.22 0.05
N1 -0.35 0.57 -1.21
C4 -1.38 1.61 -1.79
C5 -1.98 1.08 -3.11
C6 -0.87 0.76 -4.13
C7 0.17 -0.18 -3.60
C8 0.76 0.42 -2.28
C9 -0.89 -0.82 -0.85
H1 0.54 0.66 2.79
H2 1.92 1.84 2.24
H3 2.28 0.32 2.83
H4 1.07 -0.64 0.87
H5 2.33 0.35 0.27
H6 0.69 2.18 -0.23
H7 -0.67 1.41 0.58
H8 -0.81 2.51 -2.03
H9 -2.15 1.76 -1.03
H10 -2.74 1.70 -3.58
H11 -2.48 0.13 -2.90
H12 -0.39 1.73 -4.30
H13 -1.29 0.32 -5.04
H14 0.99 -0.40 -4.28
H15 -0.11 -1.20 -3.32
H16 1.22 1.39 -2.40
H17 1.44 -0.32 -1.85
H18 -1.64 -1.15 -1.57
H19 -1.28 -0.80 0.17
H20 -0.12 -1.57 -0.97
C10 0.37 -4.39 -5.16
C11 1.02 -3.57 -6.27
C12 0.01 -2.77 -7.09
N2 0.58 -1.81 -8.16
C13 -0.71 -1.08 -8.65
C14 -0.40 0.11 -9.56
C15 0.44 1.12 -8.80
C16 1.69 0.48 -8.27
C17 1.47 -0.79 -7.44
C18 1.31 -2.52 -9.31
H21 -0.46 -4.97 -5.58
H22 -0.04 -3.73 -4.40
H23 0.84 -5.27 -4.73
H24 1.48 -4.28 -6.96
H25 1.75 -2.95 -5.75
H26 -0.65 -2.28 -6.39
H27 -0.68 -3.41 -7.65
H28 -1.16 -0.70 -7.73
H29 -1.42 -1.72 -9.16
H30 -1.40 0.47 -9.78
H31 0.13 -0.14 -10.48
H32 -0.25 1.53 -8.06
H33 0.84 1.94 -9.40
H34 2.23 1.20 -7.66
H35 2.36 0.28 -9.10
H36 1.06 -0.57 -6.45
H37 2.39 -1.36 -7.27
H38 1.78 -1.75 -9.91
H39 0.52 -3.09 -9.80
H40 1.99 -3.21 -8.81
C19 4.82 1.47 5.64
C20 3.85 0.69 6.41
C21 3.10 1.48 7.52
N3 2.00 0.71 8.36
C22 2.52 -0.70 8.78
C23 1.71 -1.46 9.79
C24 1.30 -0.58 10.92
C25 0.79 0.82 10.54
C26 1.75 1.53 9.68
C27 0.76 0.61 7.51
H41 4.94 1.01 4.66
H42 5.79 1.62 6.11
H43 4.46 2.46 5.36
H44 4.42 -0.14 6.84
H45 3.21 0.25 5.64
H46 2.71 2.40 7.08
H47 3.81 1.67 8.32
H48 3.51 -0.44 9.15
H49 2.54 -1.23 7.82
H50 2.30 -2.34 10.04
H51 0.81 -1.75 9.24
H52 2.13 -0.55 11.63
H53 0.55 -0.98 11.60
H54 0.76 1.35 11.49
H55 -0.18 0.91 10.07
H56 2.76 1.56 10.09
H57 1.38 2.51 9.37
H58 1.00 0.30 6.49
H59 0.24 1.57 7.50
H60 0.05 -0.14 7.85
N4 0.22 5.00 3.71
S1 0.76 5.03 5.11
O1 1.50 6.19 5.57
O2 1.15 3.84 5.82
F1 -0.71 5.28 5.73
S2 1.77 4.94 3.01
O3 2.68 3.85 3.48
O4 2.43 6.22 2.52
F2 1.20 4.45 1.59
N5 -3.14 2.66 4.00
S3 -3.46 2.72 5.52
O5 -2.40 2.63 6.50
O6 -4.70 2.20 6.05
F3 -3.76 4.36 5.55
S4 -2.80 0.98 4.06
O7 -3.98 0.14 4.07
O8 -1.63 0.59 4.87
F4 -2.36 0.87 2.52
N6 -5.42 1.41 0.58
S5 -5.95 2.05 -0.70
O9 -7.36 1.81 -1.01
O10 -4.99 2.45 -1.72
F5 -6.09 3.43 0.00
S6 -5.21 -0.08 -0.19
O11 -3.94 -0.27 -0.89
O12 -6.45 -0.74 -0.66
F6 -4.83 -0.85 1.15
N7 1.74 -3.16 -0.41
S7 2.40 -3.63 0.90
O13 3.56 -2.93 1.47
O14 2.39 -5.07 1.13
F7 1.23 -3.14 1.84
S8 3.16 -3.03 -1.31
O15 4.03 -4.21 -1.29
O16 3.72 -1.70 -1.52
F8 2.33 -3.26 -2.68
N8 -5.27 -3.33 -5.82
S9 -4.74 -2.85 -7.13
O17 -3.31 -3.17 -7.43
O18 -5.40 -1.66 -7.68
F9 -5.38 -4.05 -7.95
S10 -4.44 -2.00 -4.96
O19 -5.28 -0.83 -4.79
O20 -3.00 -1.90 -5.14
F10 -4.59 -2.78 -3.57

---

Molecular formula: C27H60F6N5O9S2
Method: DFT, ωB97M-V with the def2-TZVPD basis set

HOMO level, Eh: -0.3350
Total charge: +3
LUMO level, eV: -6.330

Positions of all 109 atoms, in Å:
C1 -2.24 -5.70 -6.77
C2 -0.74 -5.80 -7.33
O1 -0.42 -5.91 -8.52
N1 0.39 -5.81 -6.29
H1 0.06 -5.51 -5.38
H2 0.68 -6.76 -6.09
C3 1.64 -5.00 -6.78
H3 -2.36 -6.53 -6.07
H4 -2.85 -5.65 -7.67
H5 -2.25 -4.78 -6.18
H6 1.94 -5.22 -7.81
H7 2.47 -5.29 -6.13
H8 1.59 -3.93 -6.64
C4 4.59 -4.81 4.49
C5 4.52 -6.16 5.01
O2 4.88 -6.39 6.12
N2 3.87 -7.23 4.08
H9 3.53 -6.76 3.25
H10 4.50 -7.94 3.74
C6 2.61 -7.78 4.75
H11 5.03 -4.03 5.12
H12 3.59 -4.39 4.33
H13 5.08 -4.74 3.52
H14 1.86 -7.00 4.63
H15 2.84 -7.82 5.81
H16 2.18 -8.73 4.42
C7 -8.73 0.04 -5.21
C8 -9.68 -1.01 -5.79
O3 -9.50 -2.26 -5.56
N3 -10.97 -0.54 -6.62
H17 -11.22 0.43 -6.44
H18 -10.61 -0.52 -7.56
C9 -12.15 -1.55 -6.57
H19 -8.59 0.87 -5.90
H20 -7.76 -0.34 -4.91
H21 -9.24 0.43 -4.33
H22 -12.29 -1.65 -5.49
H23 -11.84 -2.50 -7.00
H24 -13.03 -1.13 -7.06
C10 -4.26 2.31 12.57
C11 -4.47 1.34 11.41
C12 -4.87 -0.05 11.93
N4 -4.74 -1.19 10.87
C13 -5.41 -2.44 11.42
C14 -5.31 -0.82 9.45
C15 -4.05 -0.65 8.57
C16 -3.05 -1.62 9.11
C17 -3.20 -1.56 10.63
H25 -5.12 2.29 13.24
H26 -4.10 3.27 12.07
H27 -3.37 1.96 13.08
H28 -3.56 1.19 10.83
H29 -5.13 1.86 10.72
H30 -5.88 -0.11 12.34
H31 -4.17 -0.30 12.73
H32 -5.15 -3.33 10.84
H33 -6.45 -2.21 11.61
H34 -4.98 -2.52 12.43
H35 -5.82 -1.70 9.07
H36 -5.98 0.04 9.43
H37 -4.25 -1.09 7.59
H38 -3.54 0.29 8.36
H39 -3.25 -2.61 8.70
H40 -2.06 -1.25 8.83
H41 -2.93 -2.47 11.16
H42 -2.57 -0.75 11.00
C18 7.94 7.74 -6.49
C19 6.35 7.67 -6.46
C20 5.75 8.27 -5.15
N5 4.26 7.92 -4.87
C21 3.34 8.29 -6.00
C22 3.85 8.81 -3.64
C23 2.96 7.81 -2.81
C24 3.63 6.46 -3.00
C25 4.06 6.43 -4.37
H43 8.25 7.43 -7.49
H44 8.29 7.01 -5.77
H45 8.29 8.77 -6.39
H46 6.17 6.60 -6.52
H47 5.92 8.22 -7.30
H48 5.92 9.34 -5.19
H49 6.18 7.80 -4.27
H50 3.52 9.33 -6.26
H51 2.31 8.01 -5.78
H52 3.63 7.56 -6.77
H53 3.33 9.73 -3.92
H54 4.69 9.25 -3.11
H55 1.95 7.81 -3.22
H56 2.83 8.17 -1.80
H57 2.93 5.65 -2.80
H58 4.56 6.41 -2.44
H59 3.22 6.05 -4.94
H60 4.77 5.73 -4.80
C26 8.82 -0.61 -5.75
F1 7.62 -0.88 -5.28
F2 8.74 0.17 -6.90
F3 9.46 0.11 -4.89
S1 9.71 -2.26 -6.09
O4 10.96 -1.96 -6.88
O5 10.03 -2.72 -4.75
O6 8.81 -3.01 -6.95
C27 0.61 -1.57 -0.80
F4 -0.50 -0.93 -1.19
F5 1.44 -1.57 -1.83
F6 1.20 -0.89 0.24
S2 0.21 -3.39 -0.21
O7 -0.58 -3.88 -1.37
O8 1.52 -4.06 0.04
O9 -0.64 -3.30 0.98